# 1
Below is a 2-piece molecular cluster, C4H14N2O overall at a distorted geometry, with properties calculated with ωB97M-V with the def2-TZVPD basis set.

Positions of all 21 atoms, in Å:
C  1.509  -0.238  -2.000
C  1.869  0.467  -0.700
C  1.019  -0.026  0.448
N  -0.407  0.170  0.220
C  -1.306  1.136  0.850
N  -0.848  1.924  1.987
H  1.508  -1.322  -1.858
H  0.507  0.095  -2.268
H  2.201  -0.029  -2.816
H  1.815  1.550  -0.833
H  2.923  0.287  -0.440
H  1.376  -0.980  0.851
H  1.117  0.646  1.312
H  -1.001  -0.543  -0.137
H  -2.196  0.558  1.128
H  -1.734  1.883  0.173
H  -0.110  1.418  2.475
H  -0.212  2.626  1.603
O  -2.702  -2.811  0.110
H  -2.410  -3.562  0.623
H  -2.919  -3.249  -0.727

Values from the calculation:
LUMO	0.68	eV
gap between HOMO and LUMO	8.694	eV
multiplicity	1
ΔE to the lowest compared entry with this formula, charge and spin	44.2	kcal/mol
DFT total energy	-345.5057	Eh
structure (SMILES)	CCCNCN.O

# 2
Below is C20H31Cl2CuN4O3 as an isolated structure at a distorted geometry, with properties calculated with ωB97M-V with the def2-TZVPD basis set.

Positions of all 61 atoms, in Å:
O  -0.479  -3.846  -3.119
C  -0.562  -4.164  -1.941
C  -1.867  -4.123  -1.129
C  -2.530  -3.120  -0.390
H  -1.958  -2.217  -0.234
C  -3.842  -3.362  0.068
H  -4.344  -2.608  0.664
C  -4.451  -4.620  -0.153
H  -5.500  -4.831  0.093
C  -3.738  -5.630  -0.847
H  -4.107  -6.659  -0.986
C  -2.502  -5.316  -1.413
H  -1.975  -5.961  -2.145
H  0.282  -4.514  -1.198
C  1.972  -2.521  -1.038
C  0.738  -2.128  -0.248
H  2.516  -3.492  -0.960
H  2.619  -1.723  -0.600
H  1.887  -2.355  -2.121
C  0.385  -2.843  0.840
C  1.247  -3.152  2.020
H  -0.571  -3.328  1.049
H  1.266  -4.218  2.330
H  0.716  -2.584  2.792
H  2.239  -2.711  1.844
Cu  0.582  -0.257  0.200
Cl  -0.897  -0.415  1.875
Cl  2.494  -0.333  1.388
C  0.843  2.635  2.150
O  0.857  2.787  0.913
N  1.550  3.400  3.017
C  2.393  4.496  2.563
C  1.494  3.208  4.450
H  0.227  1.843  2.611
H  2.385  4.457  1.472
H  3.417  4.384  2.947
H  2.017  5.475  2.902
H  0.914  2.307  4.671
H  1.014  4.071  4.935
H  2.513  3.097  4.848
H  3.512  2.084  -3.228
H  2.025  0.934  -5.487
C  3.653  0.996  -3.164
C  2.159  0.000  -4.916
N  2.423  0.320  -3.524
H  3.981  0.736  -2.150
C  1.488  0.065  -2.576
O  1.734  0.385  -1.374
H  1.247  -0.605  -5.013
H  0.579  -0.432  -2.930
H  4.404  0.701  -3.903
H  3.023  -0.554  -5.318
N  -2.841  1.270  -1.632
C  -2.039  2.344  -2.050
C  -0.802  2.163  -1.422
N  -0.843  0.943  -0.763
C  -2.087  0.452  -0.830
H  -3.836  1.136  -1.839
H  -2.370  3.201  -2.591
H  0.089  2.746  -1.472
H  -2.481  -0.383  -0.241

Values from the calculation:
LUMO (spin up / spin down)	2.73 / 2.73	eV
total charge	-1
gap between HOMO and LUMO (spin up / spin down)	5.556 / 5.451	eV
multiplicity	2
ΔE to the lowest compared entry with this formula, charge and spin	93.2	kcal/mol
DFT total energy	-3786.2122	Eh

# 3
Below is C25H46BeN3OP2Se as an isolated structure at a distorted geometry, with properties calculated with ωB97M-V with the def2-TZVPD basis set.

Positions of all 79 atoms, in Å:
Be  0.030  0.044  -1.049
P  -0.028  -1.952  -1.892
P  -0.025  2.258  -1.646
N  -0.167  0.264  -4.274
C  0.080  -2.153  -3.723
H  0.696  -3.032  -3.960
H  -0.930  -2.383  -4.088
C  0.609  -0.950  -4.519
H  1.666  -0.749  -4.293
H  0.541  -1.212  -5.589
C  0.603  1.502  -4.365
H  0.566  1.875  -5.404
H  1.653  1.283  -4.126
C  0.030  2.606  -3.466
H  -0.999  2.805  -3.796
H  0.594  3.531  -3.641
C  1.411  3.320  -1.046
C  1.775  3.170  0.432
H  2.720  3.707  0.594
H  1.935  2.135  0.752
H  1.029  3.629  1.092
C  -1.559  3.166  -1.075
C  -1.614  3.421  0.433
H  -2.644  3.707  0.696
H  -0.959  4.249  0.739
H  -1.368  2.525  1.025
C  -1.568  -2.845  -1.369
C  -1.635  -3.135  0.134
H  -2.678  -3.378  0.387
H  -1.342  -2.274  0.747
H  -1.028  -4.008  0.414
C  1.377  -3.021  -1.277
C  1.618  -2.923  0.236
H  2.657  -3.234  0.424
H  0.972  -3.607  0.803
H  1.497  -1.915  0.650
C  1.764  0.088  -1.144
O  2.926  0.142  -1.155
C  -1.894  4.463  -1.817
H  -1.165  5.253  -1.602
H  -1.961  4.333  -2.900
H  -2.872  4.814  -1.460
C  -1.887  -4.111  -2.172
H  -2.868  -4.484  -1.846
H  -1.942  -3.925  -3.248
H  -1.157  -4.907  -1.991
C  1.327  -4.493  -1.695
H  2.323  -4.920  -1.507
H  0.615  -5.068  -1.087
H  1.103  -4.642  -2.756
C  1.319  4.817  -1.348
H  0.611  5.324  -0.680
H  2.311  5.246  -1.144
H  1.070  5.049  -2.388
H  2.237  2.891  -1.637
H  2.236  -2.550  -1.782
H  -2.337  2.421  -1.317
H  -2.339  -2.091  -1.604
H  -0.930  0.304  -4.916
H  -0.778  -0.222  0.058
C  1.974  -0.145  3.773
N  0.583  -0.507  3.996
C  -0.411  -0.407  3.066
Se  -0.112  0.495  1.480
N  -1.585  -0.654  3.733
C  -1.335  -0.885  5.088
C  -2.190  -0.906  6.182
C  -1.599  -0.888  7.455
C  -0.202  -0.780  7.609
C  0.646  -0.709  6.497
C  0.042  -0.795  5.248
H  2.426  -0.767  2.992
H  2.494  -0.327  4.712
H  2.081  0.916  3.505
H  -2.500  -0.582  3.298
H  -3.264  -0.947  6.012
H  -2.223  -0.948  8.347
H  0.222  -0.747  8.614
H  1.724  -0.580  6.569

Values from the calculation:
LUMO (spin up / spin down)	-2.73 / -2.28	eV
total charge	+1
gap between HOMO and LUMO (spin up / spin down)	5.140 / 5.751	eV
multiplicity	1
ΔE to the lowest compared entry with this formula, charge and spin	73.6	kcal/mol
DFT total energy	-4318.3204	Eh

- Which formula does entry 2 have?
  C20H31Cl2CuN4O3

- Which value of DFT total energy does entry 2 give?
  -3786.2122 Eh

- Among the records above, which one has the lowest ΔE to the lowest compared entry with this formula, charge and spin?
  C4H14N2O